Record 1
{
  "formula": "C52H46BrClN7O5PPb",
  "method": "ωB97M-V/def2-TZVPD",
  "symbols": ["C", "C", "H", "C", "H", "N", "C", "C", "H", "C", "C", "H", "H", "C", "H", "C", "C", "C", "H", "H", "H", "H", "Pb", "C", "C", "H", "C", "C", "H", "H", "O", "H", "C", "C", "H", "H", "H", "C", "H", "H", "C", "C", "H", "H", "O", "H", "H", "C", "Br", "C", "C", "H", "H", "C", "C", "H", "H", "N", "C", "C", "N", "H", "H", "C", "C", "C", "H", "C", "C", "C", "O", "H", "H", "C", "P", "C", "C", "C", "H", "H", "C", "H", "N", "C", "C", "C", "C", "C", "N", "C", "O", "C", "H", "C", "C", "H", "N", "Cl", "H", "C", "H", "H", "H", "H", "C", "C", "H", "C", "H", "O", "C", "H", "N", "H"],
  "xyz": [[-3.485100, 3.406900, -4.738900], [3.639300, -2.315500, 0.680900], [0.592900, 5.752400, 2.931600], [0.984200, -0.811800, -3.687700], [2.783900, 2.407700, 2.515000], [0.383500, -1.566400, -2.781000], [3.062100, 4.374900, -1.553300], [0.761400, 3.444200, 1.506100], [2.889900, -2.847200, 1.281200], [5.419300, 0.160800, 4.467900], [4.566000, -4.281200, -0.299800], [-0.426200, 7.428800, -0.859700], [1.259300, -1.317300, 3.520700], [3.325200, -4.806200, -0.640600], [-3.295500, -1.249500, 5.757300], [-4.185800, -3.232900, -1.937300], [2.356000, 2.102400, -1.828300], [-2.070700, -0.007700, 4.493900], [2.088900, 9.591600, 1.823200], [1.528400, 5.861400, -1.670900], [0.856900, 9.448500, -0.307800], [1.561300, 4.169300, 1.679400], [-0.143700, -0.283100, 0.295900], [3.249300, -0.058200, 3.427900], [0.103000, 7.487500, 0.080100], [-1.906600, 4.171300, -5.967100], [1.910300, -1.305500, -4.604600], [-0.428900, 3.949700, 0.920200], [1.166400, 1.110200, -4.303200], [2.009400, -4.430900, -3.357400], [1.757600, -1.298200, -0.402300], [-4.896800, -3.855800, -2.461900], [4.378900, -6.752200, -1.534600], [5.625400, -6.232000, -1.222400], [-0.124900, 3.067500, -4.693000], [-0.918900, 0.942200, 2.956000], [3.583700, -2.219900, 6.005000], [-2.686300, -1.724300, 2.458400], [-1.869300, -0.828800, -2.377900], [2.261600, -6.447300, -1.515400], [0.696800, 6.531200, 2.192500], [-1.470100, 2.150000, -3.292900], [2.340100, -0.662100, -5.356700], [4.373200, 2.679800, -1.444900], [4.752100, -3.119200, 0.361900], [6.391500, 0.627700, 4.499100], [-3.042500, 1.397400, -2.058200], [-1.589200, 0.137400, 3.209200], [-1.738600, 2.600800, 0.445600], [-2.160100, 3.560600, -5.113800], [2.971600, -1.643200, -0.563000], [7.242500, -4.494300, 0.816600], [5.802900, -1.132900, 6.135600], [-3.214000, -1.953200, 3.740500], [-3.801500, 2.631700, -3.637200], [2.887900, 0.231500, 1.346200], [4.781200, 1.263900, 2.750400], [-1.878800, -0.698700, 2.213800], [1.704400, -3.409100, -3.500500], [0.747100, 3.893200, -1.960700], [0.924200, 2.195900, 1.776500], [-4.830300, 2.515400, -3.333600], [6.513700, -6.795400, -1.463200], [0.825400, 8.623500, 0.389600], [1.049200, 2.540800, -2.040600], [0.744800, -2.836600, -2.689200], [-3.648800, -3.363500, 1.824600], [0.043400, 6.407000, 0.965100], [-4.022500, -3.358500, -0.576200], [2.305100, 0.313900, 2.296500], [3.637400, -1.462800, -1.566500], [-3.860200, -2.800900, 3.913400], [-4.598300, -4.083500, -0.019100], [2.277100, -2.628200, -4.495800], [-0.174200, 1.220900, -2.365700], [1.427700, 7.664200, 2.495100], [-2.799400, 2.002100, -2.919900], [3.851200, -1.430900, 5.320100], [1.931300, 7.741700, 3.447300], [-1.606600, 5.415100, 0.004600], [5.087200, -0.825700, 5.383700], [-3.536900, -2.128900, -3.675000], [-2.354700, -1.648300, -0.571700], [-2.519000, -1.539000, -1.888000], [1.514300, 8.707600, 1.588900], [-3.114500, -2.514200, 0.092600], [3.359100, 3.021300, -1.591800], [5.737500, -4.998200, -0.611600], [1.991900, 1.771200, 2.386900], [3.227900, -6.042400, -1.256600], [1.159100, -0.383200, 2.258700], [-2.900800, -1.088800, 4.764700], [4.057800, -1.517200, 1.299800], [7.072400, -4.419100, -0.257300], [-3.427000, -2.283400, -2.614100], [-0.271500, 4.231500, -2.090500], [-3.074900, -2.608400, 1.467200], [4.265400, -8.309400, -2.291500], [7.098800, -3.362900, -0.515600], [-0.728200, 5.227200, 0.608000], [3.856100, 5.090100, -1.402000], [-4.266000, 3.897100, -5.301100], [2.426300, -4.246700, -0.437900], [-1.797200, 0.692100, 5.264800], [2.911200, -1.052200, 4.356700], [-1.156800, 2.934900, -4.398000], [0.257700, -3.402400, -1.904600], [1.758400, 4.808200, -1.719700], [2.581300, 1.043400, -1.865500], [1.724000, -1.678100, 4.334700], [4.506300, 0.527400, 3.495500], [7.873800, -4.942400, -0.773000], [0.603000, 0.515100, -3.705500], [3.019000, -3.044900, -5.159700]],
  "forces_ev_per_angstrom": [[-0.07, 0.01, 0.07], [-0.35, 0.28, -0.31], [0.02, -0.11, 0.07], [-0.14, -0.36, -0.09], [-0.33, -0.12, -0.10], [-0.16, 0.15, -0.12], [0.09, 0.06, 0.04], [0.95, -0.19, 0.41], [0.11, -0.02, -0.12], [0.22, 0.22, -0.05], [0.04, -0.39, -0.10], [-0.08, -0.02, -0.13], [0.06, -0.01, 0.16], [0.09, 0.32, 0.14], [-0.03, -0.03, 0.04], [0.23, 0.13, 0.17], [-0.05, 0.00, 0.03], [-0.02, 0.02, -0.09], [0.03, 0.05, 0.04], [0.00, 0.12, 0.01], [0.00, 0.03, -0.07], [-0.09, -0.10, 0.06], [0.68, -0.14, 0.53], [-0.21, -0.04, -0.06], [-0.09, -0.14, 0.07], [0.01, 0.06, -0.10], [0.08, -0.18, 0.03], [-1.13, 0.56, -0.56], [-0.16, -0.12, 0.11], [-0.01, -0.17, 0.01], [-0.33, 0.05, 0.23], [-0.01, -0.03, -0.01], [-0.15, 0.15, 0.04], [-0.15, 0.04, -0.04], [0.07, 0.03, -0.04], [0.11, 0.13, 0.00], [-0.08, -0.09, 0.10], [-0.14, 0.35, 0.59], [-0.06, -0.07, -0.02], [-0.07, -0.06, -0.03], [-0.10, -0.02, -0.03], [0.12, -0.15, 0.37], [0.06, 0.10, -0.05], [0.09, -0.03, 0.00], [0.19, 0.02, 0.00], [0.11, 0.05, 0.00], [-0.09, -0.07, 0.08], [-0.04, 0.14, 0.58], [0.10, 0.68, 0.08], [0.12, 0.05, -0.12], [0.84, -0.47, 0.40], [0.05, 0.05, 0.08], [-0.01, -0.01, 0.00], [0.07, -0.01, -0.03], [-0.20, 0.01, -0.04], [-0.19, -0.10, 0.19], [0.09, 0.07, -0.08], [-0.35, -0.57, -0.33], [-0.12, -0.15, 0.02], [0.05, -0.07, -0.06], [-0.49, 0.27, -0.37], [-0.14, -0.01, 0.02], [0.10, -0.06, -0.02], [0.10, 0.08, -0.08], [-0.22, -0.20, 0.11], [0.30, -0.23, -0.15], [0.18, 0.27, -0.12], [0.37, 0.39, 0.17], [0.08, 0.04, 0.05], [0.52, 0.25, -0.48], [0.20, 0.13, -0.26], [-0.08, -0.08, 0.00], [-0.07, -0.02, 0.08], [-0.07, 0.15, 0.13], [-0.20, 1.06, -1.10], [0.16, 0.09, 0.05], [0.20, 0.06, -0.01], [-0.24, -0.05, 0.00], [0.02, -0.03, 0.10], [-0.13, -0.09, 0.04], [0.00, 0.03, -0.06], [0.07, 0.01, -0.10], [-0.10, -0.15, 0.73], [-0.28, -0.08, -0.54], [-0.06, 0.05, 0.00], [-0.38, -0.03, -0.72], [0.13, -0.04, 0.05], [-0.16, 0.18, 0.09], [0.66, 0.28, 0.57], [0.17, -0.16, -0.06], [-0.55, -0.38, 0.02], [0.12, -0.01, -0.27], [-0.12, -0.10, -0.04], [-0.08, 0.03, 0.03], [0.00, 0.05, 0.03], [-0.03, 0.01, -0.06], [0.03, -0.59, 0.24], [-0.01, -0.22, -0.12], [0.08, 0.06, -0.01], [-0.26, -0.91, 0.05], [0.06, 0.12, 0.07], [-0.07, 0.04, -0.04], [-0.13, 0.07, 0.06], [0.07, 0.11, 0.05], [0.29, 0.05, 0.03], [-0.07, -0.01, 0.05], [-0.03, -0.14, 0.02], [0.02, 0.08, -0.05], [0.12, -0.15, 0.00], [-0.18, -0.08, -0.04], [-0.05, -0.16, 0.10], [0.04, -0.03, -0.03], [0.35, 0.19, -0.19], [0.07, -0.04, -0.06]],
  "lowdin_charge": [-0.08, -0.08, 0.11, -0.39, 0.14, 0.07, -0.08, -0.21, 0.14, -0.11, -0.22, 0.11, 0.06, -0.01, 0.11, -0.06, -0.09, -0.04, 0.10, 0.09, 0.10, 0.13, 1.38, -0.11, -0.05, 0.10, -0.01, -0.58, 0.11, 0.09, -0.28, 0.11, -0.68, -0.07, 0.10, 0.07, 0.11, -0.29, 0.04, 0.10, -0.04, -0.36, 0.11, 0.11, -0.02, 0.09, 0.07, -0.16, 0.80, -0.08, -0.65, 0.09, 0.10, -0.01, -0.08, 0.13, 0.11, 0.02, -0.07, -0.11, -0.02, 0.10, 0.11, -0.08, -0.36, -0.15, 0.14, -0.23, -0.01, -0.45, 0.07, 0.11, 0.11, -0.06, 0.93, -0.08, -0.13, -0.01, 0.10, 0.11, -0.09, 0.11, 0.04, -0.17, -0.09, -0.30, -0.07, -0.19, 0.03, -0.12, -0.36, -0.05, 0.12, -0.03, -0.05, 0.10, 0.12, 0.64, 0.08, -0.12, 0.10, 0.10, 0.11, 0.11, -0.27, -0.10, 0.11, -0.08, 0.09, 0.04, -0.06, 0.08, -0.11, 0.11],
  "energy_ha": -6337.10297,
  "lumo_energy_ev": -0.11,
  "homo_ev": -7.56,
  "relative_energy_kcal_mol": 18.20,
  "charge": 0,
  "gap_ev": 7.450
}

Record 2
{
  "formula": "C6H10S",
  "method": "ωB97M-V/def2-TZVPD",
  "symbols": ["H", "H", "H", "H", "H", "C", "C", "H", "S", "C", "H", "C", "H", "C", "H", "H", "C"],
  "xyz": [[-0.144159, 2.229915, -0.975351], [-1.248771, -1.649588, 1.751453], [1.913594, -1.237787, 2.083420], [-1.743164, 0.023314, 1.755855], [-1.461200, -0.142723, -2.119217], [-0.959642, -0.697363, 1.912221], [0.185267, -0.249476, 1.092267], [0.103046, -1.110044, -0.901558], [1.493867, -1.429191, 0.933327], [0.519842, -0.684525, -1.749478], [0.592489, 3.036179, 0.465406], [0.284787, 0.987943, 0.537516], [-0.731185, -0.705894, 2.914129], [0.307831, 2.180056, -0.051630], [1.546842, -0.912022, -1.891000], [-0.221912, 0.455068, -3.304679], [-0.437532, -0.093862, -2.452680]],
  "forces_ev_per_angstrom": [[-0.66, 0.35, -2.14], [-1.10, -3.15, -1.26], [1.29, 0.35, 3.30], [-0.73, 0.02, 0.10], [-0.12, 0.13, 0.13], [-0.03, 3.20, -1.07], [0.80, 3.07, -0.89], [-0.32, -1.24, 1.10], [-0.43, -0.53, -2.96], [-1.63, -0.24, -1.00], [0.65, 1.35, 0.73], [-0.11, -1.30, 1.01], [0.80, 0.34, 2.59], [-0.17, -3.29, 2.08], [0.73, 0.58, -0.64], [0.17, 0.91, -1.76], [0.87, -0.55, 0.68]],
  "lowdin_charge": [0.02, 0.04, -0.19, 0.09, 0.06, -0.11, -0.67, -0.04, 0.84, -0.12, 0.04, -0.09, 0.05, 0.05, 0.05, 0.03, -0.05],
  "smiles": "C=C=C(C)S.C=C",
  "energy_ha": -632.64800,
  "lumo_energy_ev": 0.80,
  "homo_ev": -8.93,
  "relative_energy_kcal_mol": 101.34,
  "charge": 0,
  "gap_ev": 9.728
}

Record 3
{
  "formula": "C32H26F5OPPdSSe2",
  "method": "ωB97M-V/def2-TZVPD",
  "symbols": ["H", "C", "H", "H", "H", "C", "H", "C", "H", "C", "H", "H", "H", "Se", "C", "C", "C", "C", "H", "H", "C", "C", "C", "H", "F", "C", "H", "C", "C", "Se", "C", "H", "H", "C", "H", "C", "C", "P", "F", "C", "H", "F", "C", "H", "S", "C", "C", "C", "C", "F", "C", "H", "H", "H", "C", "H", "C", "H", "C", "C", "O", "C", "Pd", "H", "C", "H", "H", "F", "C"],
  "xyz": [[-4.132050, 0.229560, 3.447285], [2.012730, -3.243068, -0.731133], [-2.215067, -0.000482, -0.624416], [0.263674, -1.019458, -3.966285], [-4.000655, 0.714630, -2.163963], [-1.735013, -2.350341, 2.924734], [-0.116148, -5.429722, -3.092695], [-2.845381, 0.307382, -3.926274], [3.308654, -4.938778, -0.566228], [0.485318, -4.813564, -2.435260], [-1.461955, -0.197073, -5.494145], [-3.613161, 0.655178, -4.609451], [4.351771, 2.025936, -0.335077], [1.021310, -1.419248, 2.690695], [2.368421, 4.907998, -2.169699], [-3.061261, 0.344292, -2.557784], [4.386032, 1.117639, -2.280281], [-1.714343, -2.436464, 5.693976], [5.296344, 1.620215, -2.588857], [-4.480036, 1.575219, 4.576870], [2.025346, -0.161366, -1.491478], [-1.976990, 3.018973, 4.359874], [-2.060653, -0.072873, -1.686256], [-2.047128, 3.484211, 3.375247], [2.714062, 6.398396, -0.395914], [0.859019, -2.714572, -1.315638], [-0.846363, -3.137097, -2.557009], [0.869455, 3.080740, -1.856671], [1.248247, 4.579314, -0.090608], [-0.507573, 2.455412, 0.676971], [2.673107, 0.724714, -0.634961], [-1.698199, -2.475741, 6.778450], [-2.755289, 3.378633, 5.039553], [-0.846888, -0.553471, -2.175528], [-0.990833, 3.201557, 4.787686], [3.852156, 1.354722, -1.023450], [-2.886369, -2.722843, 5.011448], [0.457299, -0.975183, -0.965705], [1.952139, 3.410903, -3.924569], [-0.558647, -2.031512, 3.609060], [-4.021636, 1.922474, 2.861756], [3.205981, 5.600884, -2.936103], [-0.656781, -0.626196, -3.557430], [-1.741933, -2.350939, 1.854074], [-2.146559, 1.246181, 4.135876], [1.660119, -5.315536, -1.895255], [-1.642162, -0.179748, -4.425323], [-0.557510, -2.094952, 4.997635], [2.411206, -4.537412, -1.020913], [0.264724, 2.025782, -2.400028], [2.602757, -0.430300, -2.734571], [0.352231, -1.861162, 5.541503], [2.162724, -1.172787, -3.389020], [-3.790214, -2.975123, 5.552660], [0.076298, -3.516422, -2.139364], [2.593005, -2.633562, -0.047496], [1.731249, 3.795402, -2.665465], [2.272615, 0.928530, 0.336606], [-2.887321, -2.686104, 3.620628], [3.759047, 0.219357, -3.135399], [-1.450933, 0.946514, 2.839882], [0.617085, 3.424492, -0.538146], [-0.053683, 0.025628, 1.023609], [1.989006, -6.316991, -2.147542], [2.110596, 5.310923, -0.879969], [4.180630, 0.015937, -4.112631], [-3.792757, -2.925772, 3.073257], [1.042282, 5.012397, 1.158601], [-3.885144, 1.255735, 3.716053]],
  "forces_ev_per_angstrom": [[-0.05, 0.03, 0.00], [-0.02, -0.02, -0.03], [-0.04, 0.04, 0.25], [-0.04, 0.06, 0.00], [0.07, -0.01, 0.00], [0.08, -0.09, 0.45], [0.02, 0.04, 0.02], [0.00, -0.02, -0.03], [-0.03, 0.02, -0.03], [0.03, 0.04, 0.00], [-0.03, -0.05, 0.07], [0.07, -0.02, 0.06], [-0.05, 0.01, -0.03], [-0.43, -0.41, -0.61], [0.03, 0.07, -0.15], [0.07, -0.05, 0.01], [0.01, 0.05, 0.05], [0.11, -0.04, 0.01], [-0.07, -0.04, 0.01], [0.10, -0.05, -0.12], [-0.05, -0.08, -0.03], [0.09, 0.05, 0.09], [0.02, -0.06, -0.34], [-0.04, 0.00, 0.05], [0.04, 0.11, 0.04], [-0.10, -0.10, 0.45], [0.01, 0.02, -0.03], [-0.08, 0.11, 0.12], [-0.07, -0.16, 0.15], [-0.11, 0.06, -0.56], [0.26, -0.04, -0.39], [0.04, 0.02, -0.08], [0.14, -0.05, -0.09], [-0.13, 0.05, 0.13], [-0.07, 0.03, -0.07], [-0.03, -0.09, -0.04], [-0.02, 0.05, -0.06], [0.38, 1.01, 0.25], [0.02, -0.05, -0.11], [-0.08, 0.13, -0.19], [-0.04, -0.06, 0.06], [0.15, 0.12, -0.13], [-0.04, 0.01, 0.03], [0.00, 0.10, -0.45], [0.20, -0.13, -0.20], [-0.05, 0.01, 0.01], [0.05, -0.02, 0.05], [0.02, 0.03, 0.15], [0.01, 0.08, 0.00], [-0.14, -0.21, -0.12], [0.00, -0.09, 0.00], [-0.09, 0.02, -0.01], [0.05, 0.04, 0.01], [0.04, -0.01, -0.01], [0.03, -0.08, 0.01], [0.01, -0.03, -0.03], [-0.08, -0.20, -0.08], [-0.25, 0.08, 0.40], [0.03, 0.00, 0.04], [-0.02, -0.04, -0.01], [-0.07, -0.18, 0.02], [0.02, -0.09, 0.00], [0.18, -0.07, 0.63], [-0.05, 0.03, 0.05], [0.05, 0.11, 0.26], [-0.03, -0.01, 0.05], [0.05, 0.00, 0.01], [0.04, 0.04, 0.06], [-0.10, -0.02, -0.03]],
  "lowdin_charge": [0.04, -0.09, 0.06, 0.09, 0.11, -0.15, 0.10, -0.08, 0.11, -0.08, 0.11, 0.11, 0.11, 0.63, -0.15, -0.07, -0.07, -0.10, 0.11, 0.06, -0.34, -0.25, -0.12, 0.05, 0.12, -0.34, 0.10, -0.26, -0.26, 0.75, -0.11, 0.10, 0.06, -0.37, 0.06, -0.07, -0.11, 1.01, 0.12, -0.66, 0.07, 0.13, -0.10, 0.08, 0.85, -0.08, -0.07, -0.15, -0.07, 0.09, -0.08, 0.10, 0.10, 0.10, -0.08, 0.10, -0.15, 0.06, -0.10, -0.07, -0.73, -0.48, 0.21, 0.10, -0.15, 0.11, 0.10, 0.07, -0.25],
  "energy_ha": -7479.82520,
  "lumo_energy_ev": -1.23,
  "homo_ev": -7.14,
  "relative_energy_kcal_mol": 26.76,
  "charge": 0,
  "gap_ev": 5.906
}

> What is the charge in the second record?

0

> Which value of charge does entry 3 give?

0

> What is the charge in the first record?

0